# C17H18BiN7O

C17H18BiN7O as an isolated structure (the ωB97M-V functional and the def2-TZVPD basis, the Open Molecules 2025 dataset).

```
! RIJCOSX wB97M-V def2-TZVPD def2/J DEFGRID3
* xyz 2 1
C 2.634 3.530 1.381
C -1.478 -0.591 2.469
C 1.510 -1.181 -0.091
C -2.099 -1.597 4.559
H 4.090 -3.238 0.119
C 1.169 -2.805 -2.191
H 1.665 -0.520 0.749
N -2.480 0.637 -5.073
C -1.569 1.079 -4.195
C -3.180 -2.292 2.517
H 3.706 -1.978 1.237
H 1.248 3.079 -1.678
H -3.635 -3.095 4.448
C 1.412 2.930 -0.618
H -0.995 2.656 -5.403
N -0.894 2.201 -4.512
N 3.487 -2.481 0.397
C 0.247 -1.794 -1.933
N -0.719 0.318 1.716
C 0.648 2.036 0.099
O -1.366 0.458 -3.122
C 0.877 1.893 1.489
C 2.411 3.672 0.020
H -0.616 -1.606 -2.552
H -2.533 -1.314 0.729
H 3.006 4.368 -0.555
H -3.046 -0.157 -4.830
H -2.670 1.104 -5.943
H -0.602 -0.067 4.356
C 1.869 2.644 2.122
N 2.226 -3.010 -1.437
H 1.037 -3.463 -3.041
C -2.412 -1.393 1.805
H -1.990 -1.681 5.631
Bi -1.026 0.732 -0.564
N 0.458 -0.988 -0.883
H 3.402 4.116 1.866
H -0.129 2.494 -3.935
C -3.027 -2.394 3.894
C 2.418 -2.228 -0.364
H -3.902 -2.909 2.002
C -1.324 -0.698 3.858
N 0.157 1.011 2.272
H 2.012 2.521 3.188
*
```

Output
Relative energy (zero: lowest compared OMol25 entry of this formula, charge and spin) (eV): 0.088
Total energy (eV): -36224.694
E_LUMO (eV): -7.70

These are the Löwdin partial charges, in e, on atoms 1 to 5:
1 C -0.024
2 C -0.263
3 C -0.040
4 C -0.035
5 H 0.130